This record from the OMol25 dataset describes a 11-piece molecular cluster, C35H92O11 overall. The level of theory is wB97M-V/def2-TZVPD.

As for the highest occupied orbital energy: -9.44 eV. The frontier orbital gap comes out at 9.634 eV.

Structure (XYZ):
```
138
C35H92O11 (wB97M-V/def2-TZVPD)
C -1.43 5.60 5.77
O 2.11 -0.39 -0.52
H 7.59 -2.11 1.87
H 8.33 0.42 -1.19
H -7.05 3.82 2.20
H -4.48 -4.56 -0.50
H 7.24 3.52 6.21
H 3.24 -3.08 -4.00
O -7.96 2.11 1.95
H 4.23 1.89 4.46
C 1.29 -1.91 -5.68
H 8.34 2.20 -1.57
H 7.31 -3.62 4.85
H 3.19 -0.98 -5.61
H 0.91 -2.84 -6.11
C -6.81 2.87 1.72
C -9.67 0.63 1.21
H -1.39 2.57 7.25
H -6.21 -6.34 0.33
H 6.11 -4.77 3.79
H 5.28 2.75 3.24
H -2.66 3.47 -1.86
H 2.71 5.06 -0.39
H 0.86 -1.05 -6.20
H 3.54 6.57 -0.79
H -0.16 4.68 7.39
C -0.25 4.82 6.31
H 1.01 -1.97 -4.62
H -2.00 -7.11 -2.38
H -6.70 0.72 -5.41
O -7.60 -4.80 0.60
C -5.58 2.14 2.22
C -9.88 -5.14 1.19
H -8.21 -5.49 2.43
H -5.93 -4.71 -1.50
H -2.58 2.31 -3.97
H 5.99 1.56 4.40
C 9.24 0.85 -3.08
H -6.74 3.21 0.69
H 0.06 -5.66 -1.09
H 5.95 -2.57 5.24
H 5.39 -2.20 3.05
O 6.97 3.68 5.31
H -1.09 0.05 -0.01
H -10.05 -0.16 0.56
H 3.83 4.17 -2.58
C 3.49 -3.08 -5.06
H 3.44 -4.08 -5.49
C -1.32 2.70 6.17
C 5.21 2.30 4.23
H 0.96 -6.99 -1.94
C 0.42 -6.69 -1.04
O 4.86 5.92 -3.10
H 10.24 0.91 -2.65
H 7.99 -3.73 2.36
H -1.05 -8.50 -2.59
C 4.21 5.05 -2.07
C 3.07 5.68 -1.21
H -1.47 5.32 4.72
C 7.16 -3.09 2.05
H -2.33 5.37 6.36
H -7.65 0.38 0.79
H -5.67 1.99 -5.68
C -3.06 3.91 -2.77
H -5.39 1.40 1.45
O 6.94 1.04 -2.56
H -0.09 -8.66 -0.44
H 6.70 -3.36 1.10
H -5.73 1.76 3.23
H 2.86 -2.83 -7.69
H 4.57 -2.89 -5.13
O -1.41 -7.44 0.41
H -0.91 -7.51 1.22
H 7.45 -1.91 4.51
C 6.04 5.44 -3.63
H 5.98 6.12 -5.72
H -4.03 3.34 -4.52
H 6.49 7.40 -4.66
H -2.24 0.82 5.50
C 0.96 0.31 -0.04
H -6.62 2.12 -4.26
H 1.05 -6.51 -0.17
C -0.21 -0.58 0.09
H 5.43 3.13 6.24
H 5.02 4.36 5.02
C -6.27 -5.28 0.58
H -8.41 1.73 -0.08
H -10.11 -5.44 0.17
H -5.42 0.04 -3.30
C -0.63 -7.75 -0.68
H -0.39 -1.36 -0.64
O -4.29 1.80 -3.10
H 1.28 0.77 0.90
H -4.14 0.37 -4.46
C 2.80 -1.96 -5.90
H -10.37 1.47 1.19
H -9.72 0.20 2.21
H -4.81 2.91 2.21
H 4.98 4.61 -1.44
H -0.41 0.83 5.80
C -6.06 1.40 -4.86
H -8.28 -6.70 1.23
C 6.54 6.32 -4.81
C 6.75 -2.75 4.52
H 9.00 -0.10 -3.55
H -5.78 -5.09 1.53
O 3.07 -1.99 -7.27
H -3.93 4.51 -2.51
H -10.12 -4.08 1.31
H -10.63 -5.69 1.77
H 2.08 -1.35 -0.40
C -1.30 1.36 5.45
H 0.67 5.24 5.89
H -5.67 -3.41 -0.20
H -0.13 -0.98 1.10
C -8.45 -5.63 1.38
H -2.40 4.65 -3.23
O 5.49 -4.15 3.39
H 6.31 1.27 -1.88
H 7.60 6.10 -4.93
H -1.32 1.48 4.37
H -1.29 6.68 5.72
C 8.23 1.19 -1.95
H -2.36 -8.64 -1.51
H -2.24 3.19 5.84
O -0.22 3.47 5.75
H 5.89 4.40 -3.94
H 2.25 6.05 -1.84
H 0.79 1.12 -0.75
C 5.60 3.46 5.22
C -3.52 2.80 -3.72
H 6.78 5.44 -2.82
C -4.95 0.83 -3.90
C -8.33 1.22 0.87
C 6.18 -2.95 3.14
H 9.14 1.69 -3.77
C -1.58 -7.94 -1.81
C -5.56 -4.45 -0.51
```